w | # C3H3NO2S

One molecule with the formula C3H3NO2S (ωB97M-V/def2-TZVPD, the Open Molecules 2025 dataset).

The calculation puts the HOMO-LUMO gap at 8.6 eV. Its multiplicity is 1. The SMILES is C=NSC(=O)C=O.

CARTESIAN COORDINATES (ANGSTROEM)
C (-2.40559, -1.75428, -0.50959)
N (-1.00552, -1.38441, -0.52859)
S (-1.11726, 0.38686, -0.18353)
C (0.67918, 0.92348, 0.14003)
O (1.08878, 2.04518, 0.17118)
C (1.54306, -0.21598, 0.69611)
O (2.77374, -0.14647, 0.43477)
H (-3.43894, -1.13792, -0.12757)
H (-2.43942, -2.90337, -1.09413)
H (0.99321, -1.36672, 1.05140)

***

x | # C3H3NO2S

One molecule with the formula C3H3NO2S (ωB97M-V/def2-TZVPD, the Open Molecules 2025 dataset).

The calculation puts the HOMO-LUMO gap at 10.2 eV. Its multiplicity is 1. The SMILES is O=c1ccon1S.

CARTESIAN COORDINATES (ANGSTROEM)
O (-1.56571, -1.14258, 1.00293)
C (-0.59888, -0.52753, 0.62569)
C (0.22502, 0.51584, 1.24354)
C (1.11924, 0.92192, 0.32036)
O (1.01929, 0.26012, -0.84645)
N (0.02746, -0.71797, -0.63837)
S (-0.64429, -1.40602, -2.00854)
H (0.10817, 0.89267, 2.24853)
H (1.86752, 1.65671, 0.34897)
H (-1.55782, -0.45314, -2.29665)

***

Which of them is the most stable, and which is the least stable? x and w, in that order.

***

w | # C3H3NO2S

One molecule with the formula C3H3NO2S (ωB97M-V/def2-TZVPD, the Open Molecules 2025 dataset).

The calculation puts the HOMO-LUMO gap at 8.3 eV. Its multiplicity is 1. The SMILES is C=NOC(=S)C=O.

CARTESIAN COORDINATES (ANGSTROEM)
C (1.05613, -0.02002, 2.09898)
N (-0.00127, -0.29925, 1.44499)
O (0.20246, 0.05565, 0.10341)
C (-0.82887, -0.18594, -0.70633)
S (-2.27672, -0.83078, -0.37764)
C (-0.46321, 0.25945, -2.11945)
O (0.59216, 0.73614, -2.40440)
H (1.03697, -0.23555, 3.16056)
H (1.96667, 0.43707, 1.61967)
H (-1.28432, 0.08322, -2.81979)

***

x | # C3H3NO2S

A 2-piece molecular cluster, C3H3NO2S overall (ωB97M-V/def2-TZVPD, the Open Molecules 2025 dataset).

The calculation puts the HOMO-LUMO gap (spin up / spin down) at 8.1 / 6.3 eV. Its multiplicity is 1.

CARTESIAN COORDINATES (ANGSTROEM)
C (-0.97691, 1.74383, 0.03387)
C (-0.97648, 0.49227, 0.48945)
C (2.15199, -0.31115, -0.03794)
N (-0.85982, 2.87810, -0.22465)
O (-0.91979, -2.04851, -0.10736)
O (-3.13994, -0.96949, 0.09517)
S (-1.72673, -0.85913, -0.13635)
H (2.21668, 0.27265, -0.93221)
H (2.52564, 0.08539, 0.88248)
H (1.70536, -1.28396, -0.06247)

***

Which of them is the most stable, and which is the least stable? w and x, in that order.